This record from OMol25 describes a structure of composition C46H101AsF6O26P3S7 at a distorted geometry. The level of theory is the ωB97M-V functional and the def2-TZVPD basis.

* relative energy (zero: lowest compared OMol25 entry of this formula, charge and spin): 0.0 kcal per mole
* HOMO level: -8.40 eV
* strongest force on any atom: 0.0344 hartree/bohr
* LUMO: 0.05986 Ha

The geometry in ORCA input format:
```
! wB97M-V def2-TZVPD RIJCOSX def2/J DEFGRID3
* xyz -1 1
As -15.5195 10.6429 -15.7694
F -16.7077 11.3695 -16.8035
F -16.7305 10.1091 -14.6305
F -14.3280 10.0184 -14.6615
F -14.2439 11.2022 -16.7964
F -15.4473 12.1681 -14.9221
F -15.6646 9.1428 -16.6062
C -19.7445 8.5836 -12.9466
C -18.9405 7.2877 -12.9055
C -19.6495 6.3088 -13.8399
S -20.2828 7.3297 -15.1868
O -21.7163 7.2047 -15.2598
O -19.4864 7.1344 -16.3652
C -19.8900 8.9028 -14.4136
H -19.2606 9.3808 -12.3815
H -20.7018 8.4098 -12.4446
H -18.6753 6.8070 -11.9661
H -17.9767 7.5107 -13.3897
H -20.5313 5.8916 -13.3482
H -19.0801 5.4843 -14.2601
H -20.6728 9.6186 -14.6553
H -18.9590 9.2437 -14.8712
C -13.7688 12.2932 -10.6359
C -14.2842 11.3661 -11.7121
C -15.8049 11.2531 -11.5352
S -16.1185 11.4242 -9.7839
O -16.3981 10.1246 -9.2245
O -16.9909 12.5488 -9.5554
C -14.4351 11.8762 -9.3393
H -13.9480 13.3614 -10.8038
H -12.6783 12.2751 -10.5774
H -13.8383 10.3790 -11.5350
H -14.0913 11.6431 -12.7438
H -16.3155 10.3587 -11.8860
H -16.2489 12.1005 -12.0615
H -13.9779 10.9363 -9.0154
H -14.4688 12.5548 -8.4917
C -16.7046 10.6594 -20.2499
C -15.5996 9.6568 -19.9308
C -14.8746 9.2775 -21.1963
S -14.8594 10.7798 -22.1980
O -15.3431 10.4708 -23.5191
O -13.6016 11.4600 -22.0267
C -16.1138 11.6529 -21.2421
H -17.0552 11.1677 -19.3576
H -17.5557 10.1363 -20.6970
H -16.0285 8.7969 -19.4176
H -14.8720 10.0884 -19.2369
H -15.3736 8.5101 -21.7945
H -13.8543 8.9112 -21.0904
H -16.7627 12.1858 -21.9357
H -15.6001 12.4502 -20.6988
C -17.2681 6.0253 -19.3966
C -16.3199 6.0522 -18.1902
C -15.7716 4.6663 -17.8765
S -15.8614 3.7569 -19.4402
O -16.8138 2.6884 -19.2944
O -14.5560 3.4742 -19.9787
C -16.6066 5.0817 -20.4000
H -17.2834 7.0072 -19.8654
H -18.2616 5.6909 -19.1053
H -16.8969 6.4422 -17.3505
H -15.5495 6.7923 -18.4237
H -16.4954 4.1691 -17.2275
H -14.8225 4.6158 -17.3523
H -17.2390 4.6844 -21.1903
H -15.7587 5.5700 -20.8865
C -9.8443 10.1319 -14.8696
C -11.3448 10.4258 -14.7956
C -11.4153 11.8622 -14.2824
S -10.0773 11.9910 -13.0646
O -10.5933 12.0019 -11.7151
O -9.1671 13.0202 -13.4951
C -9.3773 10.3802 -13.4575
H -9.3514 10.7157 -15.6468
H -9.6771 9.0805 -15.1254
H -11.8840 9.7598 -14.1235
H -11.8041 10.3841 -15.7823
H -12.3572 12.1828 -13.8485
H -11.0745 12.5672 -15.0413
H -9.9285 9.7197 -12.7816
H -8.3240 10.3355 -13.1953
C -12.4010 7.8175 -17.1662
C -12.2010 7.4121 -18.6342
C -11.3869 6.0931 -18.6620
S -11.1256 5.5680 -16.9645
O -9.8983 6.1262 -16.4703
O -11.4070 4.1613 -16.8601
C -12.4934 6.5470 -16.3412
H -13.2881 8.4406 -17.0634
H -11.5517 8.4224 -16.8482
H -11.6144 8.1490 -19.1821
H -13.1590 7.2618 -19.1308
H -10.4564 6.1337 -19.2210
H -12.0138 5.3327 -19.1305
H -12.4775 6.7772 -15.2806
H -13.3927 5.9620 -16.5374
C -15.3746 6.2536 -10.6024
C -15.6284 7.6212 -11.2231
C -14.8991 7.6123 -12.5604
S -13.3305 6.7749 -12.2571
O -12.2738 7.7280 -12.0331
O -13.1308 5.7522 -13.2536
C -13.8634 6.0585 -10.6944
H -15.8947 5.4976 -11.1991
H -15.6782 6.1466 -9.5630
H -15.2555 8.4232 -10.5825
H -16.6682 7.8540 -11.4467
H -14.7755 8.5434 -13.1015
H -15.4297 6.8979 -13.1990
H -13.3709 6.6991 -9.9577
H -13.4727 5.0521 -10.5686
C -15.6731 15.1417 -13.0190
C -14.4499 16.0033 -13.2461
O -13.3843 15.4834 -12.4273
P -12.6837 16.3291 -11.3114
O -12.7589 17.7816 -11.4685
O -11.2675 15.6650 -11.3352
C -10.3833 15.8139 -10.2157
C -10.3236 14.5428 -9.3958
O -13.3205 15.7670 -9.9536
C -14.3092 16.5820 -9.2831
C -13.6693 17.3067 -8.1268
H -15.8565 15.0248 -11.9461
H -16.5418 15.5786 -13.5064
H -15.4906 14.1347 -13.3973
H -14.1020 15.8329 -14.2662
H -14.6453 17.0657 -13.1152
H -9.3962 15.9837 -10.6427
H -10.6724 16.6652 -9.5964
H -11.3030 14.1182 -9.1745
H -9.8293 13.7439 -9.9591
H -9.7132 14.6711 -8.5009
H -14.7941 17.2663 -9.9786
H -15.0644 15.8699 -8.9465
H -13.0957 16.6198 -7.5069
H -12.9598 18.0452 -8.5162
H -14.3925 17.8989 -7.5664
C -20.2980 16.8332 -18.9861
C -21.4054 16.2185 -18.1399
O -21.2891 14.7939 -18.0571
P -22.0808 13.8999 -19.1130
O -21.6679 14.0894 -20.4990
O -21.8848 12.4438 -18.5451
C -20.6712 11.6775 -18.8438
C -19.4320 12.3854 -18.3379
O -23.5976 14.1945 -18.8285
C -24.3730 13.5531 -17.7976
C -24.3113 14.3682 -16.5148
H -20.5543 16.7922 -20.0465
H -20.1318 17.8777 -18.7233
H -19.3582 16.2971 -18.8623
H -21.2739 16.5972 -17.1229
H -22.3944 16.5448 -18.4652
H -20.8955 10.7518 -18.3250
H -20.6397 11.5577 -19.9254
H -19.0281 13.0670 -19.0854
H -19.6856 12.8953 -17.4116
H -18.6388 11.6816 -18.0874
H -25.3894 13.5306 -18.1837
H -23.9972 12.5476 -17.6281
H -23.3032 14.3318 -16.1036
H -24.6084 15.3927 -16.7332
H -24.9933 13.9314 -15.7841
C -13.4080 14.1678 -17.9685
C -14.2707 15.1996 -18.6557
O -14.3388 16.3646 -17.8313
P -15.7452 16.8351 -17.2775
O -16.7311 17.2401 -18.2828
O -16.2328 15.6744 -16.3364
C -17.3309 14.7946 -16.6458
C -18.5474 15.2647 -15.8812
O -15.2779 17.8770 -16.1906
C -14.4054 18.9592 -16.5670
C -14.0442 19.7453 -15.3183
H -13.5835 13.1683 -18.3655
H -12.3434 14.4084 -18.0368
H -13.5613 14.1058 -16.8888
H -13.8661 15.4492 -19.6375
H -15.2534 14.7654 -18.8682
H -17.5564 14.8021 -17.7134
H -17.0044 13.8079 -16.3315
H -18.3800 15.1846 -14.8079
H -18.7831 16.3042 -16.1211
H -19.4341 14.7052 -16.1826
H -13.4950 18.5433 -16.9973
H -14.9036 19.6154 -17.2814
H -13.2232 20.4083 -15.6192
H -14.8556 20.4120 -15.0373
H -13.6308 19.1026 -14.5459
*
```

Here are the Mulliken charges for atoms 1 to 4, given in e: 2.030 -0.306 -0.368 -0.640